Entry 1:
{"formula": "ClH12O6", "method": "ωB97M-V with the def2-TZVPD basis set", "multiplicity": 1, "charge": -1, "e_homo_ev": -6.62, "gap_ev": 10.26, "de_lowest_kcal_mol": 60.96, "e_tot_ev": -25003.6937, "lumo_energy_ev": 3.63, "fmax_ev_per_a": 3.77, "species": ["Cl", "O", "H", "H", "O", "H", "H", "O", "H", "H", "O", "H", "H", "O", "H", "H", "O", "H", "H"], "positions_angstrom": [[0.026, -0.378, 0.081], [-2.557, -0.119, -1.088], [-2.635, 0.807, -0.856], [-1.668, -0.358, -0.823], [2.894, 0.225, -0.639], [1.957, 0.078, -0.769], [3.022, 0.135, 0.306], [-0.553, 1.796, -0.998], [-0.411, 1.424, -1.869], [-0.373, 1.074, -0.397], [1.440, 0.883, 1.993], [0.565, 1.008, 2.361], [1.299, 0.338, 1.219], [0.845, -2.713, -1.060], [0.488, -1.958, -0.592], [1.362, -2.333, -1.770], [-2.279, -0.053, 1.582], [-1.891, 0.529, 2.235], [-1.532, -0.384, 1.082]]}

***

Entry 2:
{"formula": "C23H33N2O13", "method": "ωB97M-V with the def2-TZVPD basis set", "multiplicity": 1, "charge": 1, "e_homo_ev": -12.66, "gap_ev": 9.84, "e_tot_ev": -53976.5097, "lumo_energy_ev": -2.82, "fmax_ev_per_a": 2.03, "species": ["C", "C", "N", "C", "N", "C", "C", "O", "C", "C", "H", "H", "H", "H", "H", "H", "H", "H", "H", "C", "C", "C", "O", "C", "O", "O", "H", "H", "H", "H", "H", "H", "C", "C", "C", "O", "C", "O", "O", "H", "H", "H", "H", "H", "H", "C", "C", "C", "O", "C", "O", "O", "H", "H", "H", "H", "H", "H", "C", "C", "C", "O", "C", "O", "O", "H", "H", "H", "H", "H", "H"], "positions_angstrom": [[0.242, -1.035, 0.715], [-0.526, -0.133, 0.846], [-1.656, 0.612, 1.065], [-1.873, 1.475, 2.037], [-3.113, 1.939, 1.879], [-3.660, 1.369, 0.754], [-5.021, 1.578, 0.118], [-5.653, 0.368, -0.155], [-6.185, -0.265, 1.017], [-2.759, 0.504, 0.219], [0.889, -1.882, 0.707], [-1.154, 1.718, 2.809], [-3.580, 2.603, 2.477], [-4.850, 2.065, -0.841], [-5.647, 2.256, 0.708], [-7.186, -0.614, 0.788], [-5.563, -1.106, 1.323], [-6.209, 0.449, 1.842], [-2.888, -0.113, -0.648], [2.734, 2.974, 0.884], [2.142, 3.577, 2.132], [3.078, 3.640, 3.314], [2.158, 3.589, 4.428], [1.073, 2.922, 4.011], [0.194, 2.516, 4.713], [1.085, 2.749, 2.673], [1.971, 2.896, 0.105], [3.552, 3.588, 0.510], [3.113, 1.961, 1.068], [1.717, 4.560, 1.910], [3.667, 4.553, 3.344], [3.743, 2.779, 3.377], [-3.612, 0.900, -5.263], [-2.801, 1.411, -4.099], [-2.134, 2.745, -4.332], [-0.993, 2.665, -3.464], [-0.673, 1.354, -3.339], [0.332, 0.954, -2.851], [-1.661, 0.567, -3.845], [-3.996, -0.098, -5.053], [-4.454, 1.561, -5.468], [-2.995, 0.823, -6.159], [-3.414, 1.428, -3.190], [-2.763, 3.591, -4.064], [-1.780, 2.870, -5.357], [4.784, -3.490, 2.871], [4.760, -2.027, 3.238], [3.389, -1.481, 3.555], [3.531, -0.095, 3.200], [4.483, -0.029, 2.235], [4.700, 0.941, 1.576], [5.136, -1.200, 2.118], [5.788, -3.792, 2.578], [4.467, -4.104, 3.714], [4.129, -3.688, 2.021], [5.463, -1.827, 4.051], [3.118, -1.586, 4.603], [2.604, -1.918, 2.934], [-0.700, -3.417, -3.024], [0.779, -3.432, -2.734], [1.455, -4.763, -2.961], [2.555, -4.702, -2.038], [2.183, -3.893, -1.027], [2.763, -3.770, 0.006], [1.042, -3.228, -1.331], [-1.129, -2.449, -2.760], [-0.888, -3.605, -4.081], [-1.220, -4.172, -2.432], [1.278, -2.633, -3.287], [1.813, -4.893, -3.979], [0.825, -5.614, -2.690]]}

***

Entry 3:
{"formula": "F5NP2S", "method": "ωB97M-V with the def2-TZVPD basis set", "multiplicity": 3, "s_squared": 2.013, "e_homo_ev": [-7.26, -11.29], "gap_ev": [7.39, 8.71], "e_tot_ev": -44490.1629, "lumo_energy_ev": [0.13, -2.58], "fmax_ev_per_a": 4.00, "species": ["N", "F", "F", "F", "F", "F", "P", "P", "S"], "positions_angstrom": [[-2.068, 0.699, -1.124], [0.949, 0.835, -0.408], [1.949, -1.119, -0.664], [3.168, 0.820, 0.251], [-0.705, 0.527, 1.422], [-0.499, -1.422, -0.049], [1.775, -0.083, 0.524], [-1.298, -0.055, 0.000], [-3.270, -0.202, 0.048]]}

***

Entry 4:
{"formula": "C5H9NO", "method": "ωB97M-V with the def2-TZVPD basis set", "multiplicity": 1, "e_homo_ev": -8.66, "gap_ev": 9.42, "de_lowest_kcal_mol": 72.61, "e_tot_ev": -8866.0641, "lumo_energy_ev": 0.76, "fmax_ev_per_a": 0.57, "species": ["C", "C", "C", "N", "C", "C", "O", "H", "H", "H", "H", "H", "H", "H", "H", "H"], "positions_angstrom": [[1.294, -0.950, -0.128], [0.129, 0.030, 0.044], [0.541, 1.457, -0.292], [-1.040, -0.407, -0.739], [-2.216, -0.307, -0.172], [-0.377, -0.066, 1.496], [-0.292, 0.825, 2.301], [2.098, -0.688, 0.567], [1.711, -0.902, -1.142], [0.987, -1.982, 0.076], [1.026, 1.512, -1.273], [1.243, 1.812, 0.467], [-0.331, 2.116, -0.281], [-0.854, -0.780, -1.674], [-2.980, -0.687, -0.873], [-0.727, -1.082, 1.766]]}

***

Entry 5:
{"formula": "C3H4N2OS", "method": "ωB97M-V with the def2-TZVPD basis set", "multiplicity": 1, "e_homo_ev": [-9.89, -9.38], "gap_ev": [7.70, 8.23], "de_lowest_kcal_mol": 106.56, "e_tot_ev": -19034.4277, "lumo_energy_ev": [-2.19, -1.15], "fmax_ev_per_a": 3.39, "species": ["C", "C", "C", "N", "N", "O", "S", "H", "H", "H", "H"], "positions_angstrom": [[-0.346, 0.908, -1.989], [0.848, -0.328, 2.428], [-0.504, -0.442, -1.177], [0.723, 1.470, -2.166], [0.461, -0.066, 1.198], [0.198, -0.697, 3.376], [-0.965, -0.069, 0.527], [-1.425, 1.462, -2.076], [1.871, -0.308, 2.514], [-1.314, -0.990, -1.563], [0.453, -0.939, -1.073]]}

***

Entry 6:
{"formula": "C30H35N3O7", "method": "ωB97M-V with the def2-TZVPD basis set", "multiplicity": 1, "e_homo_ev": -8.13, "gap_ev": 8.82, "de_lowest_kcal_mol": 0.68, "e_tot_ev": -50481.4477, "smiles": "COc1ccc([C@H](C(=O)NC[C@H]2CCCO2)N(C(=O)CNC(=O)c2ccco2)c2cc(C)ccc2C)cc1OC", "lumo_energy_ev": 0.69, "fmax_ev_per_a": 1.31, "species": ["C", "O", "C", "C", "C", "C", "C", "C", "O", "N", "C", "C", "C", "C", "C", "O", "N", "C", "O", "C", "N", "C", "O", "C", "C", "C", "C", "O", "C", "C", "C", "C", "C", "C", "C", "C", "C", "C", "O", "C", "H", "H", "H", "H", "H", "H", "H", "H", "H", "H", "H", "H", "H", "H", "H", "H", "H", "H", "H", "H", "H", "H", "H", "H", "H", "H", "H", "H", "H", "H", "H", "H", "H", "H", "H"], "positions_angstrom": [[4.354, -3.290, 4.448], [4.490, -2.374, 3.391], [3.406, -2.122, 2.610], [2.159, -2.704, 2.760], [1.112, -2.364, 1.914], [1.301, -1.444, 0.901], [0.157, -1.048, 0.008], [0.573, -1.110, -1.471], [1.114, -0.180, -2.033], [0.323, -2.294, -2.060], [0.535, -2.509, -3.470], [-0.789, -2.625, -4.257], [-1.659, -1.373, -4.135], [-1.035, -0.463, -5.192], [-0.519, -1.463, -6.239], [-0.515, -2.754, -5.638], [-0.336, 0.303, 0.284], [-1.478, 0.643, -0.335], [-2.103, -0.141, -1.033], [-1.989, 2.061, -0.083], [-3.430, 2.063, -0.056], [-4.089, 1.916, 1.121], [-3.546, 1.984, 2.210], [-5.540, 1.728, 0.979], [-6.504, 1.604, 1.946], [-7.727, 1.434, 1.264], [-7.421, 1.465, -0.064], [-6.107, 1.640, -0.249], [0.475, 1.234, 0.997], [1.357, 2.031, 0.282], [2.191, 2.929, 0.932], [3.130, 3.804, 0.158], [2.116, 3.007, 2.317], [1.223, 2.226, 3.025], [0.378, 1.328, 2.385], [-0.632, 0.533, 3.147], [2.560, -0.875, 0.721], [3.608, -1.190, 1.565], [4.858, -0.667, 1.477], [5.094, 0.324, 0.506], [3.603, -2.960, 5.174], [4.092, -4.290, 4.085], [5.329, -3.328, 4.930], [1.981, -3.423, 3.543], [0.148, -2.828, 2.060], [-0.691, -1.727, 0.164], [-0.206, -2.992, -1.563], [1.119, -3.421, -3.626], [1.107, -1.656, -3.838], [-1.314, -3.536, -3.945], [-2.686, -1.621, -4.403], [-1.652, -0.943, -3.136], [-0.213, 0.106, -4.760], [-1.753, 0.234, -5.619], [-1.175, -1.515, -7.114], [0.493, -1.216, -6.580], [-1.637, 2.439, 0.877], [-1.635, 2.714, -0.887], [-3.898, 1.773, -0.902], [-6.339, 1.636, 3.003], [-8.697, 1.307, 1.698], [-8.032, 1.374, -0.941], [1.395, 1.921, -0.792], [3.340, 3.379, -0.821], [4.066, 3.942, 0.695], [2.683, 4.788, 0.010], [2.763, 3.692, 2.846], [1.175, 2.315, 4.100], [-0.652, -0.499, 2.806], [-1.627, 0.958, 2.999], [-0.409, 0.549, 4.211], [2.702, -0.186, -0.093], [4.434, 1.185, 0.649], [4.965, -0.067, -0.509], [6.129, 0.629, 0.645]]}

***

Copy entry 2 word for word.
{"formula": "C23H33N2O13", "method": "ωB97M-V with the def2-TZVPD basis set", "multiplicity": 1, "charge": 1, "e_homo_ev": -12.66, "gap_ev": 9.84, "e_tot_ev": -53976.5097, "lumo_energy_ev": -2.82, "fmax_ev_per_a": 2.03, "species": ["C", "C", "N", "C", "N", "C", "C", "O", "C", "C", "H", "H", "H", "H", "H", "H", "H", "H", "H", "C", "C", "C", "O", "C", "O", "O", "H", "H", "H", "H", "H", "H", "C", "C", "C", "O", "C", "O", "O", "H", "H", "H", "H", "H", "H", "C", "C", "C", "O", "C", "O", "O", "H", "H", "H", "H", "H", "H", "C", "C", "C", "O", "C", "O", "O", "H", "H", "H", "H", "H", "H"], "positions_angstrom": [[0.242, -1.035, 0.715], [-0.526, -0.133, 0.846], [-1.656, 0.612, 1.065], [-1.873, 1.475, 2.037], [-3.113, 1.939, 1.879], [-3.660, 1.369, 0.754], [-5.021, 1.578, 0.118], [-5.653, 0.368, -0.155], [-6.185, -0.265, 1.017], [-2.759, 0.504, 0.219], [0.889, -1.882, 0.707], [-1.154, 1.718, 2.809], [-3.580, 2.603, 2.477], [-4.850, 2.065, -0.841], [-5.647, 2.256, 0.708], [-7.186, -0.614, 0.788], [-5.563, -1.106, 1.323], [-6.209, 0.449, 1.842], [-2.888, -0.113, -0.648], [2.734, 2.974, 0.884], [2.142, 3.577, 2.132], [3.078, 3.640, 3.314], [2.158, 3.589, 4.428], [1.073, 2.922, 4.011], [0.194, 2.516, 4.713], [1.085, 2.749, 2.673], [1.971, 2.896, 0.105], [3.552, 3.588, 0.510], [3.113, 1.961, 1.068], [1.717, 4.560, 1.910], [3.667, 4.553, 3.344], [3.743, 2.779, 3.377], [-3.612, 0.900, -5.263], [-2.801, 1.411, -4.099], [-2.134, 2.745, -4.332], [-0.993, 2.665, -3.464], [-0.673, 1.354, -3.339], [0.332, 0.954, -2.851], [-1.661, 0.567, -3.845], [-3.996, -0.098, -5.053], [-4.454, 1.561, -5.468], [-2.995, 0.823, -6.159], [-3.414, 1.428, -3.190], [-2.763, 3.591, -4.064], [-1.780, 2.870, -5.357], [4.784, -3.490, 2.871], [4.760, -2.027, 3.238], [3.389, -1.481, 3.555], [3.531, -0.095, 3.200], [4.483, -0.029, 2.235], [4.700, 0.941, 1.576], [5.136, -1.200, 2.118], [5.788, -3.792, 2.578], [4.467, -4.104, 3.714], [4.129, -3.688, 2.021], [5.463, -1.827, 4.051], [3.118, -1.586, 4.603], [2.604, -1.918, 2.934], [-0.700, -3.417, -3.024], [0.779, -3.432, -2.734], [1.455, -4.763, -2.961], [2.555, -4.702, -2.038], [2.183, -3.893, -1.027], [2.763, -3.770, 0.006], [1.042, -3.228, -1.331], [-1.129, -2.449, -2.760], [-0.888, -3.605, -4.081], [-1.220, -4.172, -2.432], [1.278, -2.633, -3.287], [1.813, -4.893, -3.979], [0.825, -5.614, -2.690]]}